# 1
Density functional theory data (ωB97M-V/def2-TZVPD) for a cluster of 13 separate species, C64H140O32S7 in total in a non-equilibrium geometry.

HOMO-LUMO gap ... 9.1 eV
Highest occupied orbital energy ... -0.3337 Ha
Electronic energy ... -7717.0594 a.u.
Lowest unoccupied orbital energy ... 0.04 eV

```
! wB97M-V def2-TZVPD RIJCOSX def2/J DEFGRID3
* xyz 0 1
C 1.91427 -4.46949 1.45423
C 2.95092 -5.01282 2.46344
C 2.22107 -5.20898 3.87744
S 0.66633 -5.88306 3.40599
O -0.37280 -5.14409 4.04559
O 0.69090 -7.28171 3.52981
C 0.69707 -5.40403 1.68980
H 2.19546 -4.51808 0.38846
H 1.65249 -3.41692 1.65880
H 3.78120 -4.31929 2.63487
H 3.36500 -5.96848 2.17977
H 2.06504 -4.25272 4.39542
H 2.76323 -5.89717 4.52287
H -0.27451 -5.00296 1.42932
H 0.89313 -6.33302 1.14736
C 2.61274 2.94211 3.56570
C 2.74117 3.20402 2.00375
C 4.04438 2.49241 1.58885
S 5.18275 2.75938 2.89296
O 6.01296 3.82321 2.41636
O 5.85670 1.49440 3.25092
C 3.99824 3.27157 4.13994
H 2.36575 1.91026 3.78068
H 1.87172 3.61748 4.02023
H 2.78833 4.29369 1.90148
H 1.88649 2.82319 1.44404
H 4.45284 2.74040 0.59603
H 3.83946 1.41561 1.65610
H 4.14847 4.34831 4.38858
H 4.24202 2.73082 5.06519
C -1.97919 -2.34681 7.61682
C -3.24983 -1.64983 8.19533
C -3.52211 -0.47812 7.25368
S -3.31027 -1.20315 5.63815
O -2.76434 -0.28610 4.67789
O -4.52909 -1.87291 5.24076
C -2.20851 -2.40118 6.10817
H -1.87102 -3.35687 7.99522
H -1.08740 -1.80441 7.87199
H -3.11661 -1.28759 9.22442
H -4.05210 -2.38290 8.24673
H -2.66738 0.15506 7.37928
H -4.45142 0.07364 7.36887
H -1.29109 -2.16708 5.57086
H -2.59401 -3.33048 5.68160
C -1.34395 6.51635 0.52456
C -2.44219 5.98042 1.46157
C -2.07203 6.65477 2.76019
S -0.31706 6.57388 2.90601
O 0.00125 5.46458 3.75927
O 0.30490 7.83646 3.20540
C -0.00160 6.15146 1.21094
H -1.47002 7.56754 0.30183
H -1.41989 5.95057 -0.40318
H -2.32962 4.89224 1.53177
H -3.48129 6.18483 1.21549
H -2.50418 6.22734 3.65862
H -2.33544 7.70157 2.69277
H 0.13556 5.07020 1.15156
H 0.86120 6.71781 0.85694
C 1.32224 -0.74660 -3.35333
C 0.67935 0.32172 -2.48832
C 1.34022 0.12750 -1.08562
S 3.03313 0.03286 -1.51746
O 3.77687 -0.77647 -0.64336
O 3.52704 1.35225 -1.80523
C 2.81218 -0.74765 -3.08875
H 1.16026 -0.59852 -4.41277
H 0.92650 -1.70953 -3.08350
H -0.39860 0.28341 -2.37662
H 0.92307 1.28458 -2.90469
H 1.05884 -0.83010 -0.63208
H 1.14384 0.87746 -0.30219
H 3.20920 -1.76979 -3.08222
H 3.38703 -0.15223 -3.77820
C -6.14079 -0.91661 1.41898
C -4.68869 -0.44123 1.63182
C -4.77859 0.88167 2.39392
S -6.29722 0.85281 3.27989
O -7.23144 1.70177 2.65908
O -6.14613 1.03057 4.70029
C -6.73559 -0.77070 2.83182
H -6.16481 -1.94590 1.08557
H -6.63228 -0.26739 0.68975
H -4.13832 -0.31621 0.69996
H -4.13438 -1.18524 2.24101
H -4.88155 1.73322 1.69786
H -3.93053 1.03998 3.05627
H -7.81810 -0.89939 2.95346
H -6.18396 -1.48671 3.44251
C -6.18515 -0.35574 -2.34558
C -5.50825 -1.03263 -3.55479
C -4.42649 -0.05071 -4.05313
S -5.02658 1.53065 -3.79128
O -5.38076 2.08880 -5.07084
O -4.08920 2.28276 -3.00717
C -6.47755 1.03642 -2.87955
H -5.52009 -0.40780 -1.49019
H -7.13238 -0.86033 -2.11054
H -6.20579 -1.20793 -4.38736
H -5.02858 -1.98873 -3.32564
H -4.08387 -0.18496 -5.07354
H -3.56590 -0.15283 -3.38203
H -7.31943 1.00040 -3.56812
H -6.61961 1.78015 -2.09441
C 1.77926 -1.15265 6.96414
O 2.09136 -2.45318 6.56188
C 3.19227 -3.05794 7.35015
C 4.39519 -2.14474 7.53876
O 4.88924 -1.82588 6.31378
C 6.11637 -1.10820 6.27861
C 5.93585 0.32447 6.67631
O 5.86716 0.48060 8.10870
C 5.76671 1.80589 8.48715
H 2.58693 -0.40597 6.89171
H 1.59455 -1.22457 8.06597
H 0.85536 -0.79976 6.50970
H 3.51081 -3.91518 6.74744
H 2.67762 -3.38746 8.24451
H 5.21210 -2.69012 8.07842
H 4.09624 -1.24276 8.11877
H 6.52974 -1.08045 5.27425
H 6.76022 -1.65901 6.95545
H 5.04477 0.78932 6.25258
H 6.79528 0.87321 6.27743
H 4.85460 2.23222 8.05140
H 6.60834 2.48538 8.25083
H 5.61519 1.81960 9.58754
C -0.22151 2.37202 -8.00489
O 0.43581 1.90125 -6.87508
C -0.29285 2.24558 -5.71050
C -1.58401 1.42729 -5.51241
O -1.35396 0.05860 -5.27156
C -1.09932 -0.75508 -6.45428
C -1.12499 -2.22602 -5.97296
O -2.40292 -2.63585 -5.71928
C -2.46647 -4.01365 -5.35441
H -1.10463 1.76787 -8.32277
H 0.52695 2.47736 -8.78887
H -0.61460 3.38858 -7.85689
H -0.51804 3.32673 -5.68465
H 0.38136 2.03285 -4.87676
H -2.38301 1.52651 -6.25910
H -2.01213 1.85022 -4.60204
H -0.12149 -0.49751 -6.85523
H -1.84418 -0.64793 -7.24136
H -0.46741 -2.25034 -5.08544
H -0.67388 -2.86141 -6.74066
H -1.86640 -4.26599 -4.47332
H -2.09967 -4.60220 -6.22254
H -3.53163 -4.20065 -5.17569
C -2.90230 5.32474 -3.85116
O -2.08050 6.00527 -4.77128
C -2.32032 5.48147 -6.05728
C -1.45678 6.29706 -6.96815
O -1.60992 5.84181 -8.26479
C -0.80525 6.46137 -9.20019
C -0.91638 5.74334 -10.50593
O -2.16843 6.07047 -11.03739
C -2.34222 5.62743 -12.37964
H -3.94137 5.65179 -3.97064
H -2.53265 5.62204 -2.85845
H -2.85779 4.21856 -3.98381
H -3.35028 5.71247 -6.34276
H -2.14067 4.40759 -6.21818
H -0.39159 6.04393 -6.73310
H -1.60705 7.37297 -6.88963
H 0.22559 6.47864 -8.80655
H -1.13551 7.50616 -9.42261
H -0.78437 4.68810 -10.28433
H -0.11325 6.05029 -11.17755
H -2.42004 4.55104 -12.40569
H -1.53277 5.92448 -13.05788
H -3.28643 6.07725 -12.72200
C -9.86965 -5.94268 -2.07843
O -9.60947 -4.68284 -1.45134
C -8.40326 -4.04465 -1.93684
C -7.32301 -4.45372 -0.96739
O -6.06170 -4.00525 -1.46788
C -4.97439 -4.54772 -0.76819
C -3.68515 -4.04804 -1.49616
O -3.48310 -2.72145 -1.11529
C -2.27586 -2.27395 -1.63253
H -9.75824 -5.87460 -3.18490
H -10.85546 -6.29297 -1.76361
H -9.13013 -6.67868 -1.74679
H -8.62111 -2.98604 -1.75273
H -8.24020 -4.29442 -2.98176
H -7.27280 -5.55828 -0.90630
H -7.48889 -4.08784 0.05305
H -5.11679 -5.64773 -0.79936
H -4.97359 -4.21363 0.27648
H -3.96666 -4.09757 -2.58105
H -2.79337 -4.66054 -1.26804
H -2.32885 -2.13103 -2.74055
H -1.52973 -3.03441 -1.32300
H -1.97298 -1.30435 -1.16526
C 12.14186 -4.77331 -1.81190
O 10.97098 -4.34439 -2.46849
C 10.56406 -3.02190 -2.05020
C 9.66072 -2.96542 -0.84477
O 10.49600 -3.02008 0.28109
C 9.90553 -3.28552 1.54676
C 9.09411 -2.08787 2.07561
O 7.83848 -2.12050 1.39713
C 6.99850 -1.01910 1.72785
H 12.38261 -5.76272 -2.19184
H 11.95155 -4.79452 -0.73367
H 13.03401 -4.13690 -1.95832
H 10.06095 -2.60312 -2.91119
H 11.50075 -2.44019 -1.91829
H 8.94495 -3.79109 -0.87403
H 9.09183 -2.02873 -0.89309
H 10.74736 -3.65697 2.13860
H 9.20647 -4.12557 1.41619
H 9.68444 -1.18661 1.85936
H 8.91131 -2.20240 3.16532
H 7.41425 -0.10028 1.26945
H 6.95735 -0.87762 2.81831
H 5.99015 -1.21298 1.31885
C 3.39401 -1.10496 2.92040
O 2.14910 -0.91767 2.21986
C 1.00929 -0.91203 3.10893
C -0.19641 -0.62692 2.23580
O -0.16100 0.71911 1.77026
C -1.34524 1.05040 1.13983
C -1.42654 2.47844 0.96605
O -0.47518 2.97673 -0.03405
C -1.09441 3.10718 -1.35776
H 3.27022 -1.93138 3.61117
H 3.73652 -0.22865 3.49441
H 4.16627 -1.41115 2.21388
H 1.14087 -0.13574 3.88990
H 0.80363 -1.86824 3.64918
H -1.12187 -0.76770 2.79714
H -0.16480 -1.31540 1.36659
H -2.21849 0.65062 1.65696
H -1.36843 0.62110 0.12456
H -1.10882 3.00299 1.86363
H -2.45042 2.77835 0.69799
H -1.56838 2.15990 -1.63732
H -0.32862 3.36925 -2.08839
H -1.89425 3.86422 -1.31693
*
```

Atomic partial charges in e from the Löwdin method, atoms 1 to 8: -0.18 -0.18 -0.21 0.59 -0.33 -0.29 -0.23 0.12

---

# 2
Density functional theory data (ωB97M-V/def2-TZVPD) for the molecule C7H6F6Se in a non-equilibrium geometry.

HOMO-LUMO gap ... 8.8 eV
SMILES string ... C[C@@]1(C=C(C(F)(F)F)C(F)(F)F)C[Se]1
Highest occupied orbital energy ... -0.3366 Ha
Electronic energy ... -3270.9078 a.u.
Lowest unoccupied orbital energy ... -0.39 eV
Energy relative to the best compared isomer or geometry (same formula, charge and spin) ... 11.9 kJ/mol

```
! wB97M-V def2-TZVPD RIJCOSX def2/J DEFGRID3
* xyz 0 1
C 1.01680 0.33940 -1.76369
C 0.54366 -0.81779 -1.04246
C -0.11094 -0.61520 0.30386
C -0.40538 0.47820 1.01557
C -1.10874 0.18306 2.27180
F -0.54426 -0.82810 2.94625
F -1.24221 1.17821 3.13534
F -2.44419 -0.26644 1.99452
C -0.14340 1.89435 0.66100
F -0.73252 2.80801 1.46512
F 1.13695 2.24097 0.56812
F -0.64474 2.23642 -0.56852
C 0.16552 -2.15878 -1.54272
Se 1.80449 -2.33353 -0.58600
H 0.25226 0.91261 -2.11163
H 1.57196 0.08942 -2.68278
H 1.73353 1.02465 -1.07781
H -0.38668 -1.56530 0.76757
H -0.89283 -2.50104 -1.24292
H 0.43072 -2.29910 -2.51062
*
```

Atomic partial charges in e from the natural (NBO) method, atoms 1 to 8: -0.65 -0.11 -0.04 -0.33 0.98 -0.32 -0.29 -0.36

---

# 3
Density functional theory data (ωB97M-V/def2-TZVPD) for a structure of composition C43H54N3OReSi4Te in a non-equilibrium geometry.

HOMO-LUMO gap (alpha / beta) ... 4.7 / 4.3 eV
Highest occupied orbital energy (alpha / beta) ... -0.1220 / -0.1220 Ha
Electronic energy ... -3414.4933 a.u.
Lowest unoccupied orbital energy (alpha / beta) ... 1.37 / 0.95 eV
Energy relative to the best compared isomer or geometry (same formula, charge and spin) ... 170.1 kJ/mol

```
! wB97M-V def2-TZVPD RIJCOSX def2/J DEFGRID3
* xyz -1 4
Re 1.62305 -1.25746 -1.02540
O -4.15211 1.32641 -1.24480
C -4.97409 2.25357 -1.00517
C -4.90343 3.48312 -1.74524
C -5.92722 4.47355 -1.68671
C -7.17840 4.03966 -1.37459
C -7.34399 2.80417 -0.66687
C -6.26312 2.05562 -0.31345
C -6.32990 0.90193 0.53473
N -5.46345 0.44764 1.37934
C -6.11704 -0.65226 1.99027
C -7.45609 -0.73628 1.52672
N -7.54794 0.27688 0.65645
H -4.28573 3.59492 -2.60050
H -5.82854 5.53983 -1.94778
H -8.04863 4.63115 -1.47656
H -8.42583 2.59822 -0.34739
H -5.50007 -1.34715 2.62960
H -8.24456 -1.38009 1.96559
H -8.36796 0.66248 0.11744
C -0.56910 1.97304 -2.40212
C 0.48176 2.67451 -3.06346
C 1.73206 2.08673 -3.33238
C 1.99173 1.02470 -2.53117
N 0.91808 0.28478 -1.99338
C -0.34941 0.69634 -1.88332
C 3.34703 0.59665 -2.24024
C 4.57849 1.17225 -2.55014
C 5.66609 0.34262 -2.86432
C 5.52915 -1.02248 -2.73495
C 4.32766 -1.63066 -2.26491
C 3.31352 -0.77180 -1.90051
H -1.53948 2.46759 -2.17630
H 0.26924 3.62642 -3.56742
H 2.49092 2.49719 -3.95699
H -1.24293 0.03778 -1.67995
H 4.60953 2.20028 -2.99485
H 6.63111 0.76721 -3.20905
H 6.26211 -1.68233 -3.17514
H 4.25623 -2.69067 -2.21211
C 2.10385 -1.09798 4.74053
Si 0.65856 0.01933 4.74867
C 0.94245 1.40589 6.05056
C -0.81868 -0.94955 5.52084
Si 0.48702 1.07615 2.55651
Te -0.24279 -0.91685 1.01757
Si 2.44531 2.32997 1.95275
C 4.01006 1.37621 1.84259
C 2.17272 3.58260 0.55147
C 2.43906 3.29310 3.52416
Si -1.49321 2.49173 2.31323
C -1.64691 3.05171 0.52032
C -1.27867 4.07373 3.25081
C -2.98028 1.75750 2.86946
H 2.40467 -1.39170 5.74143
H 3.01199 -0.68467 4.24602
H 1.87686 -2.09709 4.40646
H 0.09763 1.50328 6.72946
H 1.01588 2.39043 5.57815
H 1.71697 1.06442 6.69706
H -1.46291 -1.38145 4.74140
H -1.46006 -0.26733 6.19091
H -0.33646 -1.68156 6.07682
H 3.89602 0.37889 2.29685
H 4.72677 1.92184 2.46114
H 4.46028 1.17040 0.83133
H 2.95967 3.41121 -0.24390
H 2.24028 4.58511 0.98033
H 1.10100 3.57070 0.07533
H 2.82937 4.27043 3.26943
H 3.02488 2.79235 4.26652
H 1.44539 3.47776 3.88965
H -0.84768 3.76298 0.16832
H -2.60855 3.61350 0.44538
H -1.79607 2.24075 -0.15059
H -1.70286 4.18439 4.25636
H -1.73600 4.93540 2.71286
H -0.26760 4.46805 3.30276
H -3.75595 1.68707 2.11135
H -3.37729 2.39257 3.65668
H -2.76519 0.71452 3.23794
H 2.70027 -1.74912 0.15352
C 3.73287 -7.74687 -0.83655
C 4.30480 -6.63415 -1.41324
C 3.57958 -5.53179 -1.79027
C 2.14681 -5.47458 -1.48029
C 1.55325 -6.67886 -0.98250
C 2.39482 -7.73308 -0.48262
C 1.38722 -4.28366 -1.28589
C 1.23149 -3.04623 -2.01991
C 1.07877 -3.03395 -3.51132
C -0.04717 -3.66470 -3.96163
C -0.56717 -3.57298 -5.25952
C 0.19193 -2.78730 -6.13898
C 1.40241 -2.25109 -5.72488
C 1.94650 -2.43433 -4.47491
H 4.44804 -8.51235 -0.49234
H 5.34891 -6.68348 -1.72659
H 4.03748 -4.72642 -2.30845
H 0.53679 -6.89081 -1.23635
H 1.82003 -8.49626 -0.00283
H 0.64024 -4.25843 -0.47219
H -0.46355 -4.28110 -3.13830
H -1.52993 -3.96848 -5.60048
H -0.16163 -2.65402 -7.19783
H 1.84857 -1.56186 -6.47461
H 2.98040 -2.23593 -4.20892
*
```

Atomic partial charges in e from the Löwdin method, atoms 1 to 8: 1.03 -0.10 -0.44 -0.06 -0.14 -0.17 -0.08 -0.13

---

# 4
Density functional theory data (ωB97M-V/def2-TZVPD) for a cluster of 2 separate species, C2HCl2F2NO in total in a non-equilibrium geometry.

HOMO-LUMO gap (alpha / beta) ... 7.1 / 6.0 eV
Highest occupied orbital energy (alpha / beta) ... -0.3612 / -0.3477 Ha
Electronic energy ... -1326.7914 a.u.
Lowest unoccupied orbital energy (alpha / beta) ... -2.73 / -3.44 eV
Energy relative to the best compared isomer or geometry (same formula, charge and spin) ... 102.1 kJ/mol

```
! wB97M-V def2-TZVPD RIJCOSX def2/J DEFGRID3
* xyz 0 1
C -1.60068 -0.84155 -0.36347
C 1.83116 0.47838 0.03822
N -0.61667 -0.07134 -0.04825
O -1.88792 -1.79116 -1.02255
F 1.80624 1.13874 1.19813
F 1.84312 1.32071 -0.95633
Cl 2.63669 -0.94748 -0.03579
Cl -3.23123 0.11725 0.59112
H -0.78070 0.59645 0.59893
*
```

Atomic partial charges in e from the natural (NBO) method, atoms 1 to 8: 0.79 0.82 -0.78 -0.54 -0.26 -0.24 0.22 -0.39